1.
Entry from OMol25: a molecular structure, C2H10N3NaP (wB97M-V/def2-TZVPD).

Structure (XYZ):
```
17
C2H10N3NaP wB97M-V/def2-TZVPD
N -1.02444 1.27389 0.40726
C -0.54843 0.06956 -0.23078
N 0.20156 0.44837 -1.45493
N -1.70258 -0.72392 -0.60924
C 0.45971 -0.74336 0.61100
P 1.89328 0.13404 1.38002
H -0.27634 1.91341 0.64414
H -1.57283 1.09096 1.23821
H -0.20850 -0.05545 -2.23815
H -0.00058 1.42021 -1.67520
H -1.51785 -1.37056 -1.36591
H -2.08599 -1.26599 0.15656
H -0.01051 -1.36834 1.37205
H 0.90326 -1.42824 -0.10985
H 1.76294 1.34828 0.68523
H 1.33860 0.52438 2.60306
Na 2.38869 -1.26725 -1.41345
```

Values from the calculation:
Charge   +1
Total energy   -20405.716 eV
HOMO   -12.8 eV
Spin multiplicity   1

Results of the Löwdin charge analysis, in e, for atoms 1 through 8: 0.0841 -0.7404 0.0733 0.0920 -0.4562 0.8389 0.0556 0.0947



2.
Entry from OMol25: a molecular structure, C2H10N3SV (wB97M-V/def2-TZVPD).

Structure (XYZ):
```
17
C2H10N3SV wB97M-V/def2-TZVPD
C 2.38916 1.44711 -0.00986
V -1.82075 0.26518 0.01935
N -1.73425 -1.79137 0.04455
N -0.60890 0.31561 -1.97286
H -2.60701 -2.26854 0.33933
H 2.90356 0.55495 -0.21263
H 2.53840 1.67225 1.06269
H 1.36534 1.33689 -0.22456
H 2.96540 2.22062 -0.54939
H -1.23009 0.31708 -2.79058
H -0.05989 -0.54211 -2.10161
H 0.14299 0.98991 -2.20555
H -1.57146 -2.31610 -0.83157
H -1.09434 -2.35389 0.59293
S -0.26405 -0.09287 4.35877
C -0.47573 0.04040 2.80806
N -0.83839 0.20488 1.67296
```

Values from the calculation:
Charge   +1
Total energy   -43221.297 eV
HOMO (alpha / beta)   -11.4 / -11.3 eV
Spin multiplicity   2

Results of the Löwdin charge analysis, in e, for atoms 1 through 8: -0.0315 0.9901 -0.0376 -0.0073 0.0990 0.0005 0.0432 -0.0503



3.
Entry from OMol25: 2 unconnected molecules or ions with the total composition C2H10N4 (wB97M-V/def2-TZVPD).

Structure (XYZ):
```
16
C2H10N4 wB97M-V/def2-TZVPD
C -1.34195 0.14884 -0.06566
C 1.16094 0.62414 0.17360
N -2.04534 1.00684 0.59954
N 1.78897 0.66804 -1.01684
N -1.82246 -0.85553 -0.74625
N 1.36206 -0.72372 0.70777
H 0.99140 1.32541 0.98010
H -1.63068 1.91135 0.64972
H -2.99091 0.78469 0.65417
H 2.09588 1.51710 -1.45406
H 2.25758 -0.13405 -1.43686
H -1.21648 -1.60555 -0.96370
H -2.86304 -0.97131 -0.72673
H 2.33963 -1.18868 0.79802
H 0.95636 -1.01833 1.68444
H 0.95803 -1.48923 0.16274
```

Values from the calculation:
Charge   +2
Total energy   -8176.298 eV
HOMO (alpha / beta)   -17.7 / -17.7 eV
Spin multiplicity   1
Energy relative to the best compared isomer or geometry (same formula, charge and spin)   2.480 eV

Results of the Löwdin charge analysis, in e, for atoms 1 through 8: -0.2145 -0.0676 0.1805 0.1914 0.1683 0.1491 0.1551 0.1245



4.
Entry from OMol25: 2 unconnected molecules or ions with the total composition C2H10N4S (wB97M-V/def2-TZVPD).

Structure (XYZ):
```
17
C2H10N4S wB97M-V/def2-TZVPD
C -1.16475 -0.20055 0.50396
C 1.07161 -0.58008 -1.35591
N -1.78816 0.87910 0.37308
N 0.82948 -0.37812 0.16262
N -1.51864 1.87697 -0.46133
N 0.92286 -1.67302 0.76756
S 1.40019 0.97537 1.05881
H -1.37407 -1.13168 0.95854
H 1.05684 0.30010 -1.95644
H 2.13138 -0.99234 -1.43132
H 0.46734 -1.44002 -1.75334
H -2.66028 0.98473 0.82812
H -0.61390 1.71173 -0.95427
H -1.87725 2.82794 -0.33759
H 1.58937 -1.70749 1.55192
H 1.07167 -2.25959 -0.00634
H 0.45628 0.80695 2.05194
```

Values from the calculation:
Charge   +2
Total energy   -19007.753 eV
HOMO (alpha / beta)   -19.1 / -19.1 eV
Spin multiplicity   1
Energy relative to the best compared isomer or geometry (same formula, charge and spin)   5.233 eV

Results of the Löwdin charge analysis, in e, for atoms 1 through 8: 0.1619 0.0019 -0.0029 -0.5830 0.1738 0.0853 0.9672 0.1325



5.
Entry from OMol25: 2 unconnected molecules or ions with the total composition C2H10N5 (wB97M-V/def2-TZVPD).

Structure (XYZ):
```
17
C2H10N5 wB97M-V/def2-TZVPD
C -0.66598 -1.55346 -0.36408
C 0.27010 0.47478 0.07101
N 1.89033 -0.68090 1.35949
N -1.30617 1.68438 -1.25296
N 1.41399 0.53292 0.71604
N -0.00814 1.57648 -0.66926
N -1.57620 -1.60239 0.61277
H -0.93857 -1.05658 -1.36427
H 0.19698 -2.11299 -0.43759
H 1.77405 -1.45452 0.82370
H 2.93834 -0.58143 1.60408
H -1.30248 1.26147 -2.17536
H -1.57055 2.69799 -1.36214
H 1.96938 1.41331 0.84907
H 0.59189 2.39140 -0.49176
H -2.48959 -1.14744 0.60171
H -1.18737 -1.84301 1.47955
```

Values from the calculation:
Charge   +1
Total energy   -9675.984 eV
HOMO   -12.5 eV
Spin multiplicity   1
Energy relative to the best compared isomer or geometry (same formula, charge and spin)   6.029 eV

Results of the Löwdin charge analysis, in e, for atoms 1 through 8: 0.0223 -0.1371 0.0497 0.0211 -0.0537 -0.0856 0.0921 0.1189



6.
Entry from OMol25: a molecular structure, C2H10N6O (wB97M-V/def2-TZVPD).

Structure (XYZ):
```
19
C2H10N6O wB97M-V/def2-TZVPD
C 0.19160 0.80391 0.49587
C -0.87719 -1.13974 -0.43904
N 0.04945 0.56307 2.44652
N -0.76583 -2.11440 -1.31565
N -1.82727 -1.08776 0.46561
N 0.98672 1.98391 0.37018
N 0.04893 -0.08416 -0.49815
N 0.81551 0.16014 -1.62995
O 2.06788 2.00029 1.24163
H -0.37080 -0.35449 2.58297
H -1.42965 -2.88126 -1.32986
H 0.02488 -2.21299 -1.94109
H -2.51785 -1.82341 0.56259
H -1.96662 -0.26426 1.03942
H 0.40205 2.83126 0.54484
H 1.39999 2.06013 -0.58995
H 0.30364 0.08858 -2.50638
H 1.69977 -0.34524 -1.65988
H 1.76478 1.81640 2.16032
```

Values from the calculation:
Charge   +2
Total energy   -13199.962 eV
HOMO (alpha / beta)   -17.1 / -19.7 eV
Spin multiplicity   1
Energy relative to the best compared isomer or geometry (same formula, charge and spin)   5.240 eV

Results of the Löwdin charge analysis, in e, for atoms 1 through 8: -0.0429 -0.3240 0.2481 0.2645 0.2503 0.0358 -0.0805 0.1253